The following is a quantum chemistry calculation of C6H8 in the gas phase, from the Open Molecules 2025 dataset.

Element x y z (Å)
C -0.185 -0.843 0.964
C -1.952 0.496 0.363
C 0.380 0.349 0.181
C 2.660 -0.117 -1.131
C -0.856 0.698 -0.671
C 1.630 0.100 -0.544
H 3.574 -0.300 -1.654
H -0.358 -1.713 0.324
H 0.534 1.165 0.896
H -0.886 0.043 -1.552
H -0.861 1.741 -1.009
H -1.167 -0.403 1.368
H -2.639 -0.303 0.023
H 0.359 -1.135 1.865

Properties
Relative energy (zero: lowest compared OMol25 entry of this formula, charge and spin) ... 5.322 eV
Molecular weight ... 80.13 g/mol
Calculated total energy ... -6345.4620 eV
Multiplicity ... 1
LUMO ... 0.06 eV

Mulliken atomic charge list, values in e, 5 entries: atom 1 (C): -0.95, atom 2 (C): -0.53, atom 3 (C): 0.28, atom 4 (C): 0.16, atom 5 (C): -0.59